# C6H11PS

A structure of composition C6H11PS at a distorted geometry (ωB97M-V/def2-TZVPD, the Open Molecules 2025 dataset).

```
19
Properties=species:S:1:pos:R:3:forces:R:3:lowdin_charge:R:1
C 0.575 1.405 -0.198 0.0 -1.7 0.2 -0.142
C 1.072 0.160 -0.160 -1.7 -2.2 -1.7 -0.399
C -0.771 1.799 -0.794 1.5 -1.2 1.2 -0.279
C -1.582 0.600 -1.318 -2.7 4.6 -0.2 -0.196
C 2.387 -0.485 0.214 1.9 1.1 0.8 -0.146
C -0.947 -1.854 0.834 0.9 -2.4 0.4 -0.300
P -0.214 -1.166 -0.760 -0.5 1.1 2.4 0.386
S 0.301 -2.547 -2.006 1.1 -1.4 -1.0 0.263
H 1.144 2.199 0.212 0.7 0.8 0.3 0.095
H -1.293 2.330 0.013 -0.1 0.1 -0.3 0.103
H -0.408 2.511 -1.515 -0.6 0.4 -0.8 0.096
H -2.521 0.682 -0.699 0.7 -1.2 -0.5 0.063
H -1.912 0.850 -2.352 0.5 -1.0 0.4 0.056
H 2.586 -0.029 1.241 0.3 -1.0 -1.1 0.086
H 3.315 -0.191 -0.460 -2.1 -0.5 1.2 0.111
H 2.358 -1.621 0.278 -0.1 1.6 0.0 0.067
H -1.657 -2.777 0.696 1.4 1.8 -0.2 0.068
H -0.069 -2.248 1.486 -1.5 0.8 -0.8 0.051
H -1.517 -1.102 1.377 0.2 0.2 -0.1 0.017
```
Positions in Å, forces in eV/Å.

* strongest force on any atom: 0.104 Eh/bohr
* lowest unoccupied orbital energy (alpha / beta): 0.0321 / -0.0987 hartree
* Kohn-Sham gap (alpha / beta): 5.70 / 6.35 eV
* energy: -26518.8936 eV
* HOMO level (alpha / beta): -0.17728 / -0.33203 Ha
* 2S+1: 3